A structure of composition C50H40Cl4GeN4P2PdSe2. Source: OMol25; level of theory: wB97M-V/def2-TZVPD.

Structure (ORCA input):
```
! RIJCOSX wB97M-V def2-TZVPD def2/J DEFGRID3
* xyz -1 2
Pd -0.522 -2.502 0.545
Se -2.801 -3.004 -1.211
Se -0.238 4.564 2.136
Ge 1.814 -2.627 0.054
Cl -4.987 -5.090 -0.307
Cl -0.246 -5.163 0.625
Cl -1.518 -2.758 3.281
Cl -0.474 -8.061 0.889
P -2.559 0.395 0.130
P 0.278 3.485 0.389
N -2.685 -3.029 0.605
N 1.128 -0.114 1.161
N -0.113 -0.443 0.811
N 1.319 1.153 0.999
C -4.242 -4.870 1.254
C 2.641 0.867 -3.127
C -3.709 1.704 -4.131
C 3.517 -0.496 -1.293
C -3.241 -3.904 1.476
C 4.599 -0.791 -0.421
C -1.441 5.111 -1.094
C 5.972 0.878 -1.485
C -2.915 1.122 -1.507
C -2.036 5.545 -2.272
C 3.704 0.527 -2.252
C -3.231 -4.713 3.817
C -1.023 3.716 -3.460
C -0.644 3.974 -1.096
C -2.658 0.821 -3.897
C -3.408 2.861 1.373
C -4.106 3.553 2.350
C -4.861 2.859 3.286
C 2.365 4.403 -1.267
C 2.259 -1.174 -1.208
C 0.176 1.689 0.518
C 1.459 0.196 -3.054
C 4.588 -3.912 2.977
C -3.443 1.472 1.318
C 1.275 -0.825 -2.092
C 2.372 -4.202 -0.963
C -4.225 -5.645 3.540
C -4.908 1.474 3.245
C 4.684 4.382 -0.637
C 3.695 4.700 -1.550
C 3.019 3.498 0.857
C -1.345 -6.553 0.595
C 4.951 1.198 -2.327
C -0.775 0.677 0.417
C 2.361 -2.259 2.960
C 4.153 -3.335 4.159
C 3.901 -3.664 1.794
C 2.789 -2.820 1.755
C -4.346 2.301 -3.056
C -2.270 0.532 -2.601
C -2.770 -3.881 2.820
C -4.725 -5.707 2.252
C 2.018 3.796 -0.068
C 4.340 3.779 0.568
C 5.789 -0.130 -0.511
C -4.205 0.788 2.264
C -0.453 3.267 -2.282
C 3.034 -2.514 4.146
C -3.952 2.014 -1.754
C -1.816 4.856 -3.455
H 4.254 -4.140 0.888
H -5.486 0.926 3.977
H 1.505 -1.596 2.967
H 1.607 4.668 -1.992
H 0.156 2.373 -2.279
H 4.463 -1.538 0.347
H 5.455 -4.561 2.972
H 2.755 3.034 1.800
H -1.488 -0.190 -2.422
H 2.682 -2.062 5.065
H -2.082 -6.403 1.378
H 1.784 -4.300 -1.874
H 0.313 -1.330 -2.049
H 6.591 -0.372 0.174
H -4.233 -0.295 2.231
H -5.401 3.399 4.054
H -1.802 -6.589 -0.389
H -4.038 4.632 2.391
H 2.306 -5.123 -0.391
H -2.155 0.339 -4.727
H -2.806 -4.625 4.806
H -5.158 2.997 -3.226
H 3.947 5.179 -2.487
H -1.574 5.650 -0.163
H -4.481 2.468 -0.924
H -0.866 3.166 -4.376
H -2.664 6.426 -2.265
H 2.790 1.663 -3.847
H -4.605 -6.297 4.313
H -2.828 3.413 0.652
H 0.646 0.444 -3.727
H -5.503 -6.410 1.993
H -2.273 5.197 -4.374
H 5.721 4.597 -0.860
H 6.917 1.404 -1.548
H 4.679 -3.528 5.085
H 3.410 -4.017 -1.245
H 5.106 3.520 1.286
H 5.068 1.984 -3.063
H -4.021 1.928 -5.143
*
```

Orbital gap (alpha / beta) (eV): 6.579 / 5.774
Electronic energy (Ha): -11679.57469
Strongest force on any atom (eV Å⁻¹): 0.7
LUMO energy (alpha / beta) (hartree): 0.0717 / 0.0465
E_HOMO (alpha / beta) (eV): -4.6 / -4.5

A cluster of 6 separate species, C15H43O6 in total. Source: OMol25; level of theory: wB97M-V/def2-TZVPD.

Structure (ORCA input):
```
! RIJCOSX wB97M-V def2-TZVPD def2/J DEFGRID3
* xyz 1 1
O -3.630 -0.066 2.570
O -1.928 0.393 0.195
O 0.981 1.644 -3.144
O 0.630 0.212 -0.531
O 1.592 -1.574 1.523
O 1.110 -1.676 -2.420
C 2.621 2.542 -1.650
C 0.821 3.941 -2.898
C -1.660 -1.477 2.710
C -2.055 1.693 -1.844
C -0.849 -2.420 -1.255
C 3.849 -1.195 0.798
C -4.020 0.351 -0.859
C -2.128 0.709 4.212
C 2.776 0.289 2.609
C -2.727 -0.578 3.548
C 1.713 2.750 -2.865
C -2.759 1.198 -0.525
C 1.296 -3.646 -1.114
C 2.881 -1.198 1.906
C 0.362 -2.823 -2.084
H -4.289 0.134 3.121
H -4.532 1.073 -1.689
H 1.500 -3.110 -0.292
H 1.492 4.849 -2.687
H -2.758 2.384 -2.211
H -1.622 -3.274 -1.148
H -1.008 -0.999 2.013
H 0.246 3.855 -3.848
H -1.274 2.326 -1.725
H 4.376 -2.074 0.746
H 3.253 1.677 -1.397
H 4.640 -0.368 0.914
H 1.229 -2.131 2.257
H -0.705 -1.923 -0.339
H 1.952 2.576 -0.634
H -1.450 1.117 3.457
H 2.530 2.826 -3.704
H -2.752 1.396 4.801
H 1.934 0.284 3.262
H -1.539 -1.615 -1.840
H 2.639 0.872 1.810
H 0.744 -4.566 -0.940
H -4.480 0.094 -0.004
H -1.016 -1.940 3.322
H 0.702 -0.075 -1.505
H 3.794 0.669 2.882
H -1.388 0.649 5.218
H -3.120 -1.190 4.267
H 3.171 -1.837 2.777
H -3.918 -0.575 -1.387
H -2.575 0.098 1.017
H 0.102 4.104 -2.158
H 0.934 -0.386 0.148
H -3.115 2.044 0.105
H 0.891 1.473 -3.978
H -2.165 -2.247 2.064
H 2.374 -3.588 -1.447
H 1.897 -1.756 -2.910
H 0.191 -3.621 -2.930
H 3.140 3.527 -1.430
H -0.387 0.312 -0.187
H 3.340 -1.008 -0.152
H -1.855 0.874 -2.519
*
```

Orbital gap (eV): 11.028
Electronic energy (Ha): -1048.26317
Strongest force on any atom (eV Å⁻¹): 8.0
LUMO energy (hartree): -0.0725
E_HOMO (eV): -13.0

A cluster of 2 separate species, C8H19BrOSi in total. Source: OMol25; level of theory: wB97M-V/def2-TZVPD.

Structure (ORCA input):
```
! RIJCOSX wB97M-V def2-TZVPD def2/J DEFGRID3
* xyz 0 1
Br 4.199 -0.403 0.085
Si 0.402 -0.497 0.158
O 1.759 1.467 -1.161
C 1.541 1.127 0.068
C -2.190 -1.406 -0.268
C 1.895 2.080 1.108
C -1.437 -0.087 -0.336
C -1.590 0.551 -1.679
C -2.182 0.831 0.635
C 0.954 -1.646 -1.191
C 0.820 -1.171 1.947
H 0.233 -1.860 -2.064
H 2.388 1.618 1.945
H -2.635 0.665 -1.930
H -1.136 -0.247 -2.365
H 1.248 -2.618 -1.018
H 2.504 2.165 -1.418
H -1.522 -2.194 -0.166
H -2.791 -1.402 0.694
H 0.957 -0.740 2.920
H 0.996 2.656 1.453
H 0.170 -2.012 1.934
H -3.172 1.271 0.392
H -1.442 1.664 0.778
H -2.819 -1.546 -1.076
H -1.138 1.583 -1.840
H 2.629 2.811 0.680
H -2.289 0.306 1.597
H 1.839 -1.251 -1.637
H 1.809 -1.715 1.756
*
```

Orbital gap (alpha / beta) (eV): 7.055 / 7.056
Electronic energy (Ha): -3254.88188
Strongest force on any atom (eV Å⁻¹): 3.3
LUMO energy (alpha / beta) (hartree): -0.0361 / -0.0361
E_HOMO (alpha / beta) (eV): -8.0 / -8.0